Computed, not measured: C22H24InN7O4S as an isolated structure, with the ωB97M-V functional and the def2-TZVPD basis.

## Properties
- Charge: +2
- ΔE to the lowest compared entry with this formula, charge and spin: 0.000 eV
- Highest occupied orbital energy: -12.61 eV
- Total energy: -57821.6859 eV
- Kohn-Sham gap: 7.43 eV

Positions of all 59 atoms, in Å:
In  -0.01481  0.00111  0.00016
S  1.00687  0.82469  2.50162
O  2.15369  1.67476  2.47455
O  -0.20904  1.29995  1.74408
O  -0.60430  1.38944  -1.35564
O  -1.01854  3.16279  -2.61290
N  3.61805  -0.84438  1.49632
N  1.25267  -0.56937  1.63955
N  -0.54359  -0.36665  8.00015
N  1.10466  3.20009  -3.99776
N  -1.50800  -1.48668  -0.19204
N  2.21636  -0.61411  -0.41434
N  -2.35258  -3.51425  -0.19256
C  1.01059  2.02538  -3.04788
C  -3.36413  -0.39499  -1.55265
C  0.52753  0.46669  4.10216
C  4.65901  -0.95392  0.67775
C  1.39193  0.81163  5.14348
C  -2.70592  -1.45318  -0.92728
C  -0.69579  -0.15697  4.36538
C  0.41990  1.32273  -5.27115
C  -3.24537  -2.73427  -0.92261
C  -0.18951  -0.09559  6.72608
C  3.27595  -0.75953  -1.22329
C  1.09916  2.67243  -5.41432
C  -0.31298  2.22920  -2.29192
C  -1.04877  -0.43721  5.65930
C  2.44498  -0.67510  0.92120
C  -4.55859  -0.69384  -2.17249
C  -1.35094  -2.73924  0.21394
C  4.53886  -0.93124  -0.71032
C  1.03500  0.53326  6.44038
C  -4.45126  -3.04199  -1.54405
C  1.00170  0.79317  -3.95948
C  -5.09201  -1.99560  -2.17076
H  1.84585  2.05987  -2.34874
H  -4.86855  -4.03891  -1.53192
H  2.13670  2.57040  -5.72806
H  -0.53156  -3.09374  0.82078
H  -2.45230  -4.49234  0.03201
H  -6.03573  -2.17678  -2.66589
H  3.08717  -0.73894  -2.28971
H  -1.37833  -0.40007  3.56107
H  1.90029  3.80538  -3.80863
H  5.39730  -1.04746  -1.35367
H  2.33047  1.30157  4.92795
H  -5.11058  0.09513  -2.66394
H  0.62883  0.67859  -6.12164
H  -1.99940  -0.90780  5.87305
H  0.41322  -0.01497  -3.52785
H  0.04308  -0.10036  8.76986
H  -0.66160  1.44568  -5.19428
H  -1.43022  -0.78362  8.21685
H  -2.96965  0.61198  -1.53976
H  0.22713  3.72640  -3.78737
H  1.69621  0.80700  7.25173
H  0.59493  3.38984  -6.05557
H  5.62730  -1.07711  1.14819
H  2.01865  0.43102  -4.11713

Atomic forces in eV per Å
-0.0660 0.0337 0.0679
-0.1657 0.0490 -0.0720
-0.0070 -0.0247 -0.1143
0.0836 0.0041 0.1991
0.1408 -0.1525 -0.2955
0.0290 -0.0615 -0.1225
0.0740 0.0041 -0.0707
0.3256 0.0548 -0.1389
0.0037 -0.0163 0.0085
-0.0770 -0.0336 0.0375
-0.0137 -0.1186 -0.2557
0.1073 0.0874 0.0082
-0.0240 0.0418 0.0229
0.0909 0.1082 -0.0409
-0.0118 -0.0281 -0.0132
-0.0191 -0.0112 0.1273
0.0040 -0.0064 0.0207
-0.0280 -0.0629 0.0378
0.0344 0.1336 0.0717
-0.0053 0.0285 -0.0003
-0.0189 -0.0011 -0.0307
-0.0283 -0.1175 0.0085
-0.0523 -0.0165 0.0353
-0.0610 -0.0598 -0.0703
0.0450 0.0634 0.0587
-0.1273 0.1503 0.3210
0.0184 0.0076 0.0063
-0.3229 -0.0558 0.2167
-0.0172 -0.0364 0.0066
0.0020 0.0264 0.1181
-0.0013 -0.0084 0.0074
0.0312 0.0196 -0.0466
0.0200 0.0485 -0.0015
-0.0095 -0.0134 0.0068
-0.0035 0.0255 -0.0086
-0.0220 -0.0451 0.0023
0.0063 -0.0125 0.0034
-0.0134 0.0045 -0.0210
0.0225 0.0090 -0.0191
-0.0017 -0.0057 -0.0149
-0.0028 0.0070 -0.0054
-0.0010 0.0038 0.0217
0.0194 0.0142 -0.0177
0.0098 -0.0080 0.0002
0.0060 -0.0012 -0.0021
0.0137 0.0105 -0.0134
-0.0024 0.0047 -0.0032
0.0004 -0.0104 0.0096
-0.0053 -0.0021 -0.0029
-0.0045 -0.0052 -0.0013
0.0068 0.0084 -0.0062
0.0002 0.0016 -0.0052
-0.0026 0.0034 -0.0061
0.0082 -0.0053 0.0004
0.0222 -0.0213 -0.0186
0.0069 0.0027 0.0010
-0.0160 -0.0270 -0.0124
-0.0003 0.0003 0.0106
-0.0010 0.0117 -0.0054